Computed, not measured: C14H20CdF6NO11S2 as an isolated structure at a distorted geometry, with ωB97M-V/def2-TZVPD.

Last column: Mulliken charge in e.
Geometry (Å):
Cd  0.20964  -0.10698  -0.19462  2.45
C  -2.72052  -1.13937  2.70241  -0.84
C  -1.93972  -0.89697  1.56272  0.45
C  -2.02808  -1.89139  0.35500  1.10
O  -1.15556  -1.73507  -0.54402  -0.80
C  -2.93977  -2.95835  0.40412  -1.00
C  -3.77441  -3.14435  1.53689  0.33
C  -3.63654  -2.21608  2.74210  0.38
O  -4.27368  -2.40363  3.79030  -0.70
O  -4.62721  -4.04075  1.53704  -0.70
O  -1.11442  0.04350  1.39754  -0.88
H  -2.62645  -0.59135  3.62879  0.39
H  -2.99553  -3.71730  -0.36344  0.34
C  3.34825  1.20054  2.27486  0.59
F  3.67838  2.26266  2.99014  -0.24
F  4.38526  0.36793  2.33787  -0.25
F  2.28560  0.64489  2.83028  -0.19
S  3.11244  1.60007  0.40302  0.84
O  3.69244  2.89570  0.11784  -0.58
O  3.81270  0.52279  -0.27137  -0.68
N  1.40846  1.48326  0.31017  -0.35
S  0.89516  2.97774  0.78717  0.88
O  -0.54419  3.01772  0.96787  -0.67
O  1.64557  3.53178  1.87785  -0.62
C  1.08395  4.12878  -0.80289  0.55
F  2.09092  4.98210  -0.71579  -0.23
F  1.32728  3.32852  -1.84201  -0.20
F  -0.05898  4.76337  -1.00873  -0.23
C  1.02708  -3.63974  1.96544  -1.32
C  1.35721  -2.16702  1.92724  -0.25
O  1.40348  -1.76427  0.51160  -0.24
H  0.04688  -3.87809  1.54592  0.28
H  0.89541  -3.87710  3.02757  0.37
H  1.74716  -4.31522  1.50275  0.40
H  2.35027  -1.98883  2.33946  0.32
H  0.62240  -1.60541  2.49637  0.32
H  2.03120  -2.35537  0.08793  0.14
C  -3.88353  0.81783  -1.60917  -0.97
C  -2.67713  1.71071  -1.46367  -0.45
O  -1.47865  0.94029  -1.55741  -0.36
H  -4.01673  0.17293  -0.74047  0.19
H  -3.74729  0.14855  -2.46744  0.28
H  -4.83287  1.30694  -1.83415  0.38
H  -2.68787  2.20555  -0.49018  0.24
H  -2.70910  2.59446  -2.11153  0.41
H  -1.42255  0.68220  -2.48497  0.16
C  2.70331  0.63409  -3.56333  -1.18
C  1.24783  0.27222  -3.28123  -0.21
O  1.12801  -0.56809  -2.13918  -0.33
H  2.85335  1.04776  -4.56080  0.40
H  3.33229  -0.24974  -3.44365  0.35
H  3.04772  1.39149  -2.85895  0.18
H  0.82157  -0.23956  -4.15104  0.44
H  0.66836  1.18683  -3.16554  0.18
H  1.63120  -1.37318  -2.29269  0.14

Atomic forces in eV per Å
-1.5 -0.1 -0.6
1.3 0.4 -1.7
-1.5 -1.1 0.5
-0.8 -1.4 1.0
-0.3 -0.4 -0.9
1.2 1.4 0.2
-1.2 -0.9 -0.7
-0.4 0.1 1.8
0.0 -0.5 -1.0
0.3 0.3 0.5
-0.2 0.8 1.5
0.1 0.4 -0.2
0.1 0.1 -0.2
0.5 0.7 -0.2
0.1 0.3 -0.1
0.0 -0.5 0.0
-0.1 -0.2 -0.3
0.9 -0.8 -0.1
-1.1 -0.7 0.4
-1.6 0.0 0.5
3.7 3.6 0.5
-2.9 1.4 0.3
1.3 -0.8 -0.8
0.4 -0.2 -0.6
0.6 -1.2 1.0
-0.4 0.3 0.2
-0.1 -0.1 -0.5
0.2 0.2 0.0
-0.9 -0.2 1.0
0.6 -1.0 -1.1
0.9 -0.6 1.5
0.0 0.4 -0.3
0.4 -0.4 -0.1
0.3 0.2 0.1
0.0 0.1 0.2
-0.1 0.4 -0.5
0.0 0.1 0.0
-0.3 -0.7 -0.6
-0.7 0.9 1.1
-0.1 0.9 -0.9
0.1 0.1 0.0
0.1 -0.1 0.1
0.2 0.4 0.3
0.3 -0.5 0.2
0.3 -0.4 -0.7
0.1 -0.3 0.2
-0.1 0.2 0.4
0.6 0.1 -1.2
0.3 0.2 -1.0
-0.2 -0.1 -0.1
0.1 0.0 -0.1
0.1 -0.1 0.1
0.0 -0.1 0.1
-0.1 -0.1 0.6
-0.1 0.0 0.0

The calculation puts the lowest unoccupied orbital energy at 1.9 eV. Its HOMO energy is -4.19 eV. Its total energy is -81394.258 eV. Its strongest force on any atom is 5.2 eV Å⁻¹. Its total charge is -1. The calculation puts the HOMO-LUMO gap at 6.1 eV. The energy above the lowest of the compared OMol25 structures with the same formula, charge and spin is 12.2 kcal per mole.

---

Computed, not measured: C14H20CdO5S3 as an isolated structure at a distorted geometry, with ωB97M-V/def2-TZVPD.

Last column: Mulliken charge in e.
Geometry (Å):
Cd  0.10640  0.77023  0.60442  1.57
O  -3.14776  3.09215  1.32080  -0.68
C  -2.41489  2.22123  0.91749  0.14
O  -1.41360  1.71905  1.60282  -0.71
C  -2.77783  1.50613  -0.40408  -0.14
C  -2.86699  -0.02684  -0.23060  0.05
C  -3.81333  -0.60995  -1.27476  -1.00
C  -2.97136  -0.45332  -2.56535  -0.99
C  -1.66197  0.12308  -2.02098  0.16
O  -1.57221  -0.50555  -0.70793  -0.54
C  -1.81287  1.60529  -1.65910  -0.29
C  -0.45438  2.30776  -1.42569  -0.09
O  -0.41613  3.51408  -1.38968  -0.65
O  0.58967  1.50534  -1.27506  -0.96
H  -3.75316  1.90749  -0.66285  0.65
H  -3.02249  -0.36337  0.78969  0.54
H  -4.75561  -0.06447  -1.30756  0.41
H  -4.02823  -1.65576  -1.06107  0.35
H  -3.42785  0.21643  -3.29423  0.37
H  -2.79789  -1.41361  -3.04878  0.32
H  -0.77287  -0.10671  -2.59596  0.58
H  -2.29947  2.17182  -2.45038  0.60
C  3.64944  0.11299  -0.37150  -0.32
C  3.89305  0.73682  1.00450  -0.73
S  2.41470  1.28185  1.90234  -0.08
C  2.18667  0.05845  3.21227  -0.83
C  1.90808  -1.37832  2.78501  -0.52
S  0.36174  -1.57324  1.84282  -0.12
C  0.83936  -2.58977  0.41371  -0.82
C  1.61107  -1.91168  -0.71040  0.04
S  3.38398  -1.68475  -0.36644  -0.18
H  4.54651  0.26093  -0.97226  0.44
H  2.82533  0.60355  -0.89269  -0.02
H  4.47933  1.64831  0.88846  0.46
H  4.45138  0.06400  1.65592  0.39
H  1.35725  0.46428  3.79539  0.40
H  3.07107  0.07603  3.84980  0.49
H  1.81551  -1.99364  3.67992  0.46
H  2.71763  -1.77012  2.17271  0.20
H  -0.12260  -2.93040  0.02716  0.41
H  1.37332  -3.45946  0.79622  0.56
H  1.18784  -0.94068  -0.97346  -0.43
H  1.53417  -2.53563  -1.60064  0.50

Atomic forces in eV per Å
0.5 -0.7 0.8
-0.1 0.3 0.0
0.1 -0.5 0.2
-0.5 0.5 0.0
0.2 0.0 -0.2
0.1 0.0 -0.1
0.0 0.1 0.0
0.0 0.0 0.0
-0.1 0.0 0.1
-0.1 0.2 0.0
0.0 -0.2 0.2
0.1 -0.1 -0.2
0.0 0.1 -0.1
-0.1 0.4 -0.6
0.0 0.0 -0.1
0.0 0.0 0.1
0.0 0.0 0.0
0.0 0.0 0.0
0.0 0.0 0.0
0.0 0.0 0.0
0.1 0.0 0.0
-0.1 0.0 0.0
0.0 0.0 0.1
-0.1 0.0 -0.1
-0.2 0.0 0.1
0.0 0.0 0.0
0.0 0.0 0.0
0.1 0.1 -0.1
-0.1 0.0 0.0
0.0 0.1 0.1
0.0 0.0 0.0
0.0 0.0 0.0
0.0 0.0 0.0
0.0 0.0 0.0
0.0 0.0 0.0
0.0 0.0 0.0
0.0 0.0 0.0
0.0 0.0 0.0
0.0 0.0 0.0
0.0 0.0 0.0
0.0 0.0 0.0
0.0 0.0 -0.1
0.0 0.0 0.0

The calculation puts the lowest unoccupied orbital energy at 0.1 eV. Its HOMO energy is -8.77 eV. Its total energy is -62151.187 eV. Its strongest force on any atom is 1.2 eV Å⁻¹. The calculation puts the HOMO-LUMO gap at 8.9 eV.